Here is a molecular structure, C8H16NO8S2 in a non-equilibrium geometry from the OMol25 dataset. Energies are from wB97M-V/def2-TZVPD.

Geometry as XYZ:
```
35
C8H16NO8S2 wB97M-V/def2-TZVPD
H 2.148 0.140 2.812
H 3.043 -1.349 3.206
O -6.405 0.401 -1.063
H -1.595 0.094 -3.276
H 0.103 -1.030 -2.254
S -3.609 0.910 -2.374
H -1.488 1.757 -2.711
O -4.921 0.630 0.871
H -0.344 2.141 -0.273
O 4.700 -0.806 1.089
C 2.909 -0.556 2.467
C 5.212 0.268 3.208
H -1.859 0.265 -0.328
C -0.538 -1.107 -1.374
C 0.013 1.251 -0.789
H 6.178 0.579 2.813
C 3.625 -1.402 0.507
H 0.754 0.753 -0.160
S -5.205 -0.015 -0.387
O -5.433 -1.581 -0.051
N -3.930 -0.219 -1.289
H 4.030 1.066 1.599
H -6.325 -1.600 0.301
H 4.866 1.021 3.916
H -1.331 -1.828 -1.563
O 2.505 -1.150 1.228
O 3.666 -2.047 -0.485
O -4.095 0.570 -3.696
H 0.516 1.531 -1.716
O -3.875 2.258 -1.925
C -1.828 0.758 -2.447
H 0.087 -1.423 -0.539
H 5.358 -0.674 3.738
C -1.144 0.288 -1.144
C 4.214 0.106 2.090
```

The value obtained for the frontier orbital gap is 7.465 eV. The strongest force on any atom is 0.01951 Eh/bohr. As for the net charge: -1.